Arrangement w

21
Properties=species:S:1:pos:R:3:mulliken_charge:R:1 method="wB97M-V/def2-TZVPD" charge=0 smiles=COc1ccc2ncccc2c1 orbital_gap_ev=8.984 spin_multiplicity=1 homo_energy_ev=-8.53
C -2.4797 0.2520 2.3882 -0.6337
C -1.2625 -0.7539 0.7186 1.0031
C -1.0322 -1.8626 -0.1632 -0.5168
C 0.0945 -1.9036 -0.9717 -0.5267
C 0.9491 -0.8025 -0.9196 0.2950
C 2.6346 0.2900 -2.0737 -0.2287
C 2.3637 1.5003 -1.3492 -0.4248
C 1.2989 1.5673 -0.4683 -0.7227
C 0.5773 0.3294 -0.2414 0.4831
C -0.4549 0.2954 0.6937 -0.5934
H -2.2039 1.2726 1.7386 0.2262
H -1.7511 0.1876 3.2351 0.3021
H -3.5971 0.2738 2.7065 0.2442
H -1.7810 -2.5999 0.0103 0.4227
H 0.3053 -2.6400 -1.7633 0.4170
H 3.3711 0.1825 -2.9320 0.3417
H 2.8754 2.4755 -1.7217 0.2572
H 1.2015 2.4686 0.0623 0.4130
H -0.5967 1.1468 1.3970 0.2779
N 1.8657 -0.7780 -1.8524 -0.6167
O -2.3781 -0.9012 1.5061 -0.4193


Arrangement x

21
Properties=species:S:1:pos:R:3:mulliken_charge:R:1 method="wB97M-V/def2-TZVPD" charge=0 orbital_gap_ev=8.725 spin_multiplicity=1 homo_energy_ev=-8.34
C -2.7485 -1.3421 0.0895 -0.7592
C -2.1844 1.0071 -0.1060 -0.1157
C -1.1946 1.9241 -0.1780 -1.2427
C 0.0201 1.0951 0.0515 0.4808
C 1.4313 1.3636 -0.0068 -1.0287
C 2.2276 0.2084 -0.1717 0.9734
C 3.5590 0.4586 0.0922 0.2401
C 1.7482 -1.1095 -0.2731 -0.8351
C 0.4404 -1.2988 -0.0337 -0.4593
C -0.4680 -0.1828 -0.1184 0.4611
H -3.0335 -1.5499 1.4467 0.2464
H -3.6130 -0.8976 -0.6318 0.2984
H -2.3350 -2.5080 -0.2981 0.2580
H -3.2656 1.2180 -0.1704 0.3108
H -1.2463 2.9058 -0.4062 0.5385
H 1.9007 2.4028 0.3803 0.1059
H 3.8018 1.5233 0.7536 0.1183
H 2.2715 -2.0050 -0.4812 0.4566
H 0.0627 -2.3569 0.1140 0.1533
N -1.7078 -0.3181 0.0002 0.3525
O 4.3332 -0.5381 -0.0527 -0.5531


Q: Which of them is the least stable? A: arrangement x.


Arrangement w

10
Properties=species:S:1:pos:R:3:mulliken_charge:R:1 method="wB97M-V/def2-TZVPD" charge=0 smiles=CC(O)O orbital_gap_ev=10.806 spin_multiplicity=1 homo_energy_ev=-10.00
C -0.3787 0.8326 0.0145 -1.0528
C 0.0263 -0.5856 -0.1488 0.3628
O 1.3686 -0.7172 0.0573 -0.4982
O -0.3669 -1.2149 -1.3635 -0.5202
H 0.3055 1.1847 0.8315 0.2863
H -0.0055 1.2953 -0.8368 0.3110
H -1.4534 1.0673 0.1480 0.3122
H -0.4494 -1.4634 0.7346 0.1922
H 1.8103 -0.5965 -0.7985 0.2863
H 0.3107 -1.9715 -1.2982 0.3204


Arrangement x

10
Properties=species:S:1:pos:R:3:mulliken_charge:R:1 method="wB97M-V/def2-TZVPD" charge=0 smiles=C1CO1.O orbital_gap_ev=11.852 spin_multiplicity=1 homo_energy_ev=-10.77
O -0.5459 0.5235 0.7590 -0.4538
C -1.1339 -0.5291 -0.0060 -0.2253
C 0.0219 -0.7811 0.8527 -0.2565
O 1.3993 1.0560 -1.1671 -0.6429
H 0.7418 1.2382 -0.4742 0.3602
H -2.1257 -0.8312 0.3262 0.2420
H -0.9912 -0.4451 -1.0821 0.2229
H -0.1212 -1.2673 1.8152 0.2331
H 1.0057 -0.8779 0.3985 0.2209
H 1.7493 1.9141 -1.4222 0.2993


Q: Which of them is the least stable? A: arrangement x.


Arrangement w

15
Properties=species:S:1:pos:R:3:mulliken_charge:R:1 method="wB97M-V/def2-TZVPD" charge=0 orbital_gap_ev=8.681 spin_multiplicity=1 homo_energy_ev=-7.86
C 0.5978 -0.0648 -0.1963 -0.1203
C 0.5780 1.1530 -0.7443 0.3486
C -1.7084 -0.8553 1.1399 -0.9304
C -0.2242 -0.8623 1.3548 -0.4100
N 1.6226 -0.5236 -1.0806 -0.3347
N 1.4606 0.7397 -1.8023 -0.3661
O 0.0362 2.3711 -0.5391 -0.5326
H -2.0867 0.1617 1.1190 0.2794
H -2.1993 -1.3877 1.9567 0.3284
H -1.9704 -1.3557 0.2105 0.2829
H 0.2259 -1.8463 1.3610 0.2921
H 0.1308 -0.2323 2.1579 0.3012
H 1.3798 -1.3175 -1.6738 0.2541
H 2.3429 1.2469 -1.8750 0.2421
H -0.1856 2.7731 -1.3884 0.3654


Arrangement x

15
Properties=species:S:1:pos:R:3:mulliken_charge:R:1 method="wB97M-V/def2-TZVPD" charge=0 smiles="NC(=O)CN1CC1" orbital_gap_ev=9.637 spin_multiplicity=1 homo_energy_ev=-8.89
N 0.9493 1.2265 1.2898 -0.3564
C 0.6544 -0.0491 1.0280 0.5860
O 1.5620 -0.8930 1.0535 -0.6598
C -0.8280 -0.3893 0.7639 -0.5824
N -1.1144 -0.7399 -0.6236 -0.3487
C 0.2273 -0.9023 -1.2593 -0.4152
C -0.6704 0.3133 -1.5164 -0.2363
H 1.9242 1.4335 1.4438 0.2384
H 0.2493 1.9381 1.3773 0.2112
H -1.0197 -1.2666 1.3816 0.2511
H -1.4792 0.4252 1.1081 0.3892
H 1.1096 -1.2099 -0.3811 0.2940
H 0.1998 -1.5613 -2.1185 0.2460
H -0.4910 1.3114 -1.1111 0.1469
H -1.2733 0.3635 -2.4361 0.2361


Arrangement y

15
Properties=species:S:1:pos:R:3:mulliken_charge:R:1 method="wB97M-V/def2-TZVPD" charge=0 smiles=Cc1cnc[nH]1.O orbital_gap_ev=9.357 spin_multiplicity=1 homo_energy_ev=-8.64
C 0.8228 1.0755 0.8824 -1.2008
C -0.3177 0.4665 0.2013 0.4583
C -0.8312 0.5891 -1.0678 -0.3498
N -1.9838 -0.1422 -1.2420 -0.5658
C -2.0718 -0.8329 -0.1162 -0.2006
N -1.1461 -0.4736 0.8045 -0.0643
H 1.3352 0.4634 1.6358 0.3667
H 1.6484 1.3316 0.2020 0.3261
H 0.5457 1.9599 1.4588 0.3332
H -0.5120 1.3855 -1.7230 0.3859
H -3.0669 -1.1828 0.1465 0.3221
H -1.1676 -0.8752 1.7222 0.1830
H 2.5851 -1.6740 -1.5163 0.3048
H 1.6785 -1.1569 -0.4664 0.3088
O 2.4815 -0.9339 -0.9219 -0.6076


Q: Which of them is the least stable? A: arrangement w.